89
Properties=species:S:1:pos:R:3:forces:R:3 method="wB97M-V/def2-TZVPD" homo_lumo_gap_ha=0.041
C -3.891 0.759 1.819 -1.2239 0.3574 -0.7179
C -4.072 -0.029 0.505 0.2850 -0.7066 0.5633
C -4.662 -1.488 0.541 1.5940 -0.0040 0.7471
N -3.696 0.510 -0.691 -0.6076 0.5064 2.5982
N -2.563 -0.305 -1.049 -1.0641 -0.1020 -1.6884
C -1.325 0.303 -0.496 -0.2026 0.1143 -0.6749
C -0.271 -0.683 0.110 -1.3198 1.5558 -1.2342
O 0.840 -0.369 0.022 1.4806 -0.1329 0.5276
I -0.691 -2.556 1.115 0.6043 0.1814 0.4809
C -2.480 -0.528 -2.461 0.3485 -0.7316 -0.8863
O -1.788 -1.415 -2.871 0.4774 -0.1870 0.2181
O -3.218 0.218 -3.330 0.1044 0.1614 1.4339
H -3.543 1.803 1.631 -0.0820 -0.9139 -0.0389
H -4.833 0.840 2.420 0.7278 -0.3491 -0.2619
H -3.128 0.188 2.414 -0.6182 0.3469 -0.4454
H -4.582 -1.902 1.584 -0.2492 0.3893 -0.7805
H -4.075 -2.182 -0.142 -1.3763 1.7988 0.1301
H -5.776 -1.513 0.266 0.4489 -0.0140 0.3273
H -0.808 0.815 -1.348 -0.0068 -0.4788 0.9508
H -1.547 1.121 0.239 0.0317 -0.8344 -0.4880
H -2.874 -0.002 -4.216 -0.1435 -0.1064 0.2702
C 3.984 -2.854 -3.369 -0.2016 -0.2856 0.3047
C 2.782 -2.485 -2.509 0.0604 0.1118 -0.5042
C 1.425 -2.762 -3.184 -0.0940 0.1055 0.3266
O 1.061 -1.821 -4.180 -0.0071 -0.3328 0.0266
C 1.664 -2.037 -5.445 -0.0577 0.3608 -0.0250
N 2.911 -1.082 -2.100 -0.3621 -0.0983 0.0979
H 4.182 -2.126 -4.155 -0.0316 0.0330 0.0724
H 4.883 -2.898 -2.746 -0.8531 -0.0118 -0.4714
H 3.849 -3.834 -3.838 0.0166 0.0173 0.0061
H 2.828 -3.107 -1.607 -0.1069 0.0184 0.0089
H 0.646 -2.690 -2.417 -0.0676 0.1025 -0.0592
H 1.376 -3.784 -3.582 0.1277 0.0066 -0.0932
H 1.796 -3.100 -5.662 0.0669 -0.0043 0.0674
H 2.620 -1.515 -5.505 0.0921 -0.1822 -0.1010
H 1.007 -1.606 -6.203 -0.0566 -0.0286 0.0629
H 2.169 -0.864 -1.439 0.3223 0.0215 -0.0415
H 2.689 -0.506 -2.911 0.2365 0.0123 0.0291
F -7.691 -1.385 0.064 1.9175 1.3183 -1.0320
Mg -5.987 0.186 -1.257 -0.7155 -0.7951 0.3396
C 6.228 -1.156 -0.399 -0.0985 0.4384 0.0163
Cl 6.118 -2.914 -0.665 -0.2999 -0.0366 1.3648
Cl 7.894 -0.584 -0.469 -0.0604 0.0491 0.2872
H 5.643 -0.651 -1.164 0.0468 -0.1669 -0.0298
H 5.825 -0.929 0.584 0.0631 -0.1749 -0.0343
C -4.554 -3.011 4.249 -0.2599 -0.1247 0.2230
O -3.429 -2.853 3.791 -0.0554 -0.2055 -0.4893
N -5.161 -4.199 4.425 0.0814 0.4086 -0.0556
C -6.501 -4.307 4.976 0.0865 -0.2213 -0.0437
C -4.455 -5.411 4.053 0.1768 0.2359 0.0880
H -5.175 -2.159 4.564 0.0013 -0.0275 0.0275
H -6.467 -4.902 5.890 -0.1374 0.0417 -0.0086
H -7.151 -4.796 4.247 -0.0996 0.0389 0.1114
H -6.905 -3.322 5.207 0.0877 -0.0191 -0.0448
H -3.527 -5.479 4.623 0.0107 -0.1130 -0.1144
H -4.206 -5.373 2.988 0.0388 -0.1634 0.0199
H -5.071 -6.285 4.252 -0.0270 0.1009 -0.0185
C 0.812 3.500 -0.938 0.8451 -0.2580 -1.2943
F 1.342 2.560 -0.143 -0.3007 0.1360 0.2148
F 1.812 4.011 -1.665 -0.2954 0.0874 0.3916
F 0.004 2.859 -1.819 -0.1742 0.0373 0.2893
S -0.084 4.767 0.026 0.2162 -0.1724 0.6058
O 0.916 5.347 0.880 -0.1066 -0.0581 -0.3107
O -1.119 4.018 0.708 -0.0306 -0.1398 -0.3910
N -0.550 5.641 -1.205 -0.1729 -0.0989 0.9521
S -1.423 6.913 -0.818 -0.7447 1.2184 0.2975
O -0.728 7.977 -0.147 0.2558 -0.4089 -0.2525
O -2.752 6.643 -0.331 0.2523 -0.4493 -0.2719
C -1.672 7.526 -2.525 0.1507 0.1215 -1.5056
F -2.299 6.619 -3.300 0.0024 0.0213 0.3785
F -0.507 7.804 -3.135 -0.1212 -0.0667 0.3914
F -2.408 8.645 -2.559 0.1002 -0.2713 0.4743
Na -3.056 -3.591 0.431 -0.3185 -1.0272 0.1582
C 2.911 1.454 2.293 0.0632 -0.0711 0.0605
C 3.167 2.687 2.881 -0.0601 0.0717 0.0433
C 4.394 2.924 3.490 0.0135 -0.0788 -0.0324
C 5.368 1.932 3.503 -0.0245 0.0200 -0.0170
C 5.113 0.701 2.912 0.0087 -0.0261 -0.0080
C 3.883 0.460 2.310 -0.0103 0.0188 0.0255
H 1.955 1.269 1.822 0.0544 0.0312 0.0064
H 2.410 3.463 2.865 0.0362 -0.0161 -0.0619
H 4.591 3.883 3.953 -0.0110 -0.0233 -0.0415
H 6.326 2.120 3.973 -0.0322 -0.0160 -0.0220
H 5.874 -0.072 2.921 -0.0185 0.0358 0.0186
H 3.681 -0.503 1.853 -0.0006 0.0284 -0.0111
O 5.428 1.911 -0.480 0.0318 -0.0638 0.1552
H 4.931 1.780 0.339 -0.0519 0.0668 -0.0568
H 6.285 2.238 -0.184 -0.0302 -0.0191 -0.0682
Br 7.078 -2.474 -3.080 1.4239 0.0900 -1.4628